No. 1
Entry from the OMol25 dataset: C27H57N6O14V as an isolated structure at a distorted geometry (ωB97M-V/def2-TZVPD).

Calculated values
* energy above the lowest of the compared OMol25 structures with the same formula, charge and spin: 0.784 eV
* Kohn-Sham gap: 5.8319 eV
* total charge: -2
* max |F|: 6.8 eV/Å
* HOMO level: -2.19 eV
* total energy: -3388.37291 Eh

Atoms and positions in Å:
V  0.037  -0.591  2.661
O  -4.486  -2.373  -2.178
O  -0.047  -0.664  1.089
O  -1.654  -0.471  6.782
O  0.643  1.630  2.896
O  -2.274  2.393  3.241
O  -2.040  0.405  2.695
O  -0.235  -1.921  6.268
O  -0.429  -0.238  5.066
O  -2.885  -2.304  4.170
O  1.495  -1.114  3.122
O  -1.568  -3.775  4.548
O  -1.156  -2.482  2.932
O  2.031  -4.137  -4.708
O  -3.647  1.012  3.969
N  -2.674  1.208  3.269
N  -0.767  -0.835  6.057
N  1.842  2.412  2.894
N  1.807  -3.108  -3.767
N  -1.923  -2.907  3.794
N  -4.271  -0.996  -2.199
C  1.824  -3.658  -2.369
C  -3.103  1.702  -1.540
C  2.189  3.143  4.178
C  -3.112  -1.082  -4.360
C  1.746  -2.605  -1.267
C  -2.943  1.024  -2.937
C  3.678  4.690  2.822
C  3.493  3.780  1.603
C  2.553  -1.327  -1.579
C  -3.918  -0.865  0.314
C  -4.658  -0.346  -0.926
C  1.068  4.181  4.571
C  3.075  -4.501  -2.046
C  2.277  -0.742  -2.887
C  2.162  3.055  1.614
C  0.467  -4.557  -2.212
C  -6.118  -0.538  -0.786
C  2.394  2.104  5.321
C  2.275  1.934  0.519
C  2.398  -1.801  -4.066
C  -3.055  -0.550  -2.871
C  1.021  4.063  1.191
C  -4.428  1.297  -1.001
C  1.641  -1.331  -5.306
C  3.961  -1.814  -4.316
C  -1.725  -1.065  -2.205
C  3.469  3.899  4.132
H  3.684  4.529  4.995
H  1.226  5.190  4.192
H  1.269  -0.354  -2.748
H  4.240  -0.807  -4.627
H  2.603  2.627  6.254
H  -4.372  -0.392  1.185
H  3.559  4.358  0.681
H  -4.360  1.561  0.054
H  2.885  1.078  0.809
H  -4.109  -0.992  -4.790
H  2.918  0.115  -3.090
H  3.224  1.414  5.173
H  -6.588  -0.039  0.062
H  -1.954  1.268  -3.325
H  1.141  4.393  0.160
H  0.639  -1.036  -4.992
H  2.112  -2.933  -0.294
H  4.136  -2.456  -5.179
H  -5.285  -2.522  -2.690
H  4.374  3.142  1.528
H  -2.396  -0.491  -4.931
H  3.111  5.621  2.843
H  0.829  4.818  1.954
H  -2.860  -0.626  0.421
H  2.170  -0.440  -5.644
H  0.113  3.778  4.233
H  3.965  -4.282  -2.637
H  3.590  -1.665  -1.577
H  4.179  3.076  4.202
H  3.468  -4.495  -1.030
H  -6.483  -1.550  -0.611
H  -0.073  2.253  3.039
H  0.963  4.270  5.652
H  2.567  2.423  -0.410
H  1.502  1.517  5.541
H  -4.103  -1.916  0.536
H  4.575  -2.252  -3.529
H  1.306  1.437  0.467
H  2.345  -0.608  -0.787
H  -6.658  -0.144  -1.647
H  -5.302  1.767  -1.453
H  4.652  5.171  2.908
H  -0.430  -4.055  -2.576
H  -1.261  -0.326  -1.553
H  1.674  -2.108  -6.070
H  2.889  -5.538  -2.326
H  0.374  -5.433  -2.853
H  -1.584  -2.057  -1.776
H  1.148  -4.338  -5.024
H  -1.028  -1.005  -3.040
H  0.259  -4.891  -1.195
H  -3.771  1.286  -3.596
H  0.059  3.581  1.019
H  -2.321  1.499  -0.808
H  0.730  -2.243  -1.107
H  -2.974  2.754  -1.796
H  -2.986  -2.165  -4.387

Atoms 1-3, force components in eV/Å:
V 0.17 -1.62 2.56
O 0.88 -0.65 0.27
O 0.46 0.11 -0.20



No. 2
Entry from the OMol25 dataset: C27H57O25S7 as an isolated structure at a distorted geometry (ωB97M-V/def2-TZVPD).

Calculated values
* energy above the lowest of the compared OMol25 structures with the same formula, charge and spin: 4.248 eV
* Kohn-Sham gap: 5.8311 eV
* total charge: -1
* max |F|: 5.1 eV/Å
* HOMO level: -3.89 eV
* total energy: -5731.02166 Eh

Atoms and positions in Å:
S  -4.694  -1.380  -3.497
S  3.514  2.224  2.511
S  -0.380  -2.125  5.394
S  0.928  -0.225  -5.271
S  0.738  -5.892  1.699
S  -3.272  2.471  5.037
S  2.675  -2.066  -0.442
O  3.660  1.072  3.389
O  1.907  0.291  -4.270
O  0.057  0.563  -1.124
O  -3.033  -1.486  -3.557
O  -5.086  -0.194  -4.285
O  2.432  -2.487  0.892
O  -4.663  -1.007  -1.927
O  3.147  2.142  1.065
O  -1.530  -2.761  4.795
O  1.148  -5.417  0.417
O  3.017  -0.733  -0.793
O  0.513  -7.335  1.900
O  -3.748  3.354  6.171
O  -0.272  -2.163  6.857
O  -3.464  0.829  5.447
O  -4.377  2.331  3.874
O  -5.243  -2.718  -3.822
O  0.979  -2.769  4.697
O  -1.943  2.877  4.473
O  3.811  -3.084  -1.058
O  -0.572  -5.044  2.230
O  4.872  3.211  2.700
O  1.338  0.462  -6.734
O  0.664  -1.643  -5.574
O  -0.139  -0.694  4.739
C  1.857  -1.748  4.270
C  4.401  -2.655  -2.340
C  -0.652  0.641  -4.850
C  -3.813  0.013  4.390
C  -0.710  -3.592  1.810
C  -4.261  1.010  3.331
C  -3.661  -1.685  -1.268
C  -0.557  0.931  0.102
C  -5.161  2.415  -2.182
C  1.185  -2.687  -1.392
C  1.222  -0.452  4.802
C  -2.461  -1.793  -2.326
C  -1.627  -3.515  0.642
C  4.984  4.367  1.855
C  2.306  3.348  3.296
C  -0.088  0.065  1.254
C  -5.772  3.637  -2.442
C  -5.060  4.814  -2.612
C  1.883  1.820  -6.729
C  2.021  -5.317  2.938
C  -3.049  3.529  -1.982
C  -3.674  4.760  -2.302
C  -0.359  2.455  0.540
C  6.411  4.916  2.038
C  5.341  -3.810  -2.938
C  -3.820  2.360  -1.917
C  0.827  2.762  -7.357
H  2.762  2.037  -7.335
H  -3.039  5.627  -2.414
H  0.965  3.688  -6.798
H  -1.981  3.447  -1.845
H  -0.933  0.302  -3.853
H  1.091  -3.772  -1.346
H  -1.863  -2.450  0.657
H  5.882  -4.362  -2.169
H  1.100  3.020  -8.380
H  -6.846  3.548  -2.507
H  2.240  -4.254  2.843
H  2.678  3.482  4.312
H  4.386  5.194  2.238
H  -2.491  -4.156  0.817
H  5.981  -3.544  -3.779
H  -5.215  0.706  2.901
H  1.380  2.788  3.430
H  -0.964  2.763  1.392
H  6.755  4.952  3.072
H  -4.688  -0.496  4.794
H  0.293  -2.214  -0.979
H  1.473  0.339  4.095
H  -1.645  -1.180  -1.942
H  -3.434  1.385  -1.659
H  -1.067  -2.956  2.619
H  1.714  -1.758  3.190
H  -1.644  0.880  0.034
H  2.926  -1.896  4.427
H  -4.012  -2.655  -0.914
H  -3.510  1.039  2.542
H  -5.689  1.507  -1.930
H  2.132  4.270  2.742
H  -0.463  1.711  -4.763
H  -2.097  -2.820  -2.334
H  -5.492  5.775  -2.845
H  4.970  -1.761  -2.087
H  -1.250  0.366  -5.718
H  -0.229  -1.012  1.165
H  0.235  -3.094  1.593
H  6.641  5.876  1.576
H  4.771  4.148  0.809
H  1.617  -0.251  5.797
H  0.996  0.063  1.373
H  -0.648  3.262  -0.133
H  -1.163  -3.745  -0.317
H  -0.173  2.329  -7.357
H  2.032  2.157  -5.703
H  -2.959  -0.629  4.170
H  7.066  4.292  1.430
H  2.937  -5.893  2.810
H  4.617  -4.572  -3.228
H  1.264  -2.416  -2.445
H  -0.650  0.231  2.173
H  0.713  2.493  0.733
H  1.599  -5.466  3.932
H  3.599  -2.430  -3.043
H  -3.368  -1.085  -0.407

Atoms 1-3, force components in eV/Å:
S 1.10 0.11 -2.24
S -1.34 1.83 -2.22
S 0.25 -2.18 1.03